Formula: C39H63F5N2O14S6
Source: OMol25
Level of theory: ωB97M-V/def2-TZVPD

Values from the calculation:
E_HOMO (eV): -9.267
Orbital gap (eV): 9.5
SMILES: NC(=O)CC[C@H]1NC(=O)C[C@@H]1C(F)(F)c1cccc(C(F)(F)F)c1.O=S1(=O)CCCC1.O=S1(=O)CCCC1.O=S1(=O)CCCC1.O=S1(=O)CCCC1.O=S1(=O)CCCC1.O=S1(=O)CCCC1
Energy (Ha): -5575.22301

```
129
Properties=species:S:1:pos:R:3:forces:R:3:lowdin_charge:R:1
N 1.369 3.825 4.136 0.5805 0.1066 -0.0054 0.14
C 1.778 3.007 3.084 -0.0212 0.0868 0.0461 -0.54
O 2.603 2.135 3.236 -0.1954 -0.1611 0.0815 0.07
C 1.107 3.265 1.753 0.1905 -0.0807 -0.0170 -0.10
C 0.563 1.991 1.084 -0.2102 0.5315 0.0920 -0.12
C -0.898 1.702 1.458 -0.1755 -0.1524 -1.0100 -0.24
N -1.589 1.062 0.319 -0.2290 -0.0040 0.6629 0.13
C -2.083 -0.197 0.593 0.0046 -0.0575 0.0715 -0.47
O -2.689 -0.888 -0.190 -0.2302 0.1202 -0.0114 0.08
C -1.741 -0.563 2.030 0.0608 0.5965 -0.5888 -0.02
C -1.069 0.689 2.613 0.6502 -0.4575 0.5291 -0.13
C -1.642 1.199 3.941 0.0708 0.3523 -0.1217 -0.42
F -0.582 1.585 4.727 -0.1647 -0.0813 -0.0260 0.07
F -2.243 0.170 4.627 0.0340 0.0429 -0.0843 0.09
C -2.608 2.359 3.852 -0.0412 0.0306 0.0952 -0.11
C -2.499 3.455 4.695 -0.0105 0.0356 -0.0488 0.01
C -3.387 4.519 4.576 0.0276 -0.0252 0.0653 -0.04
C -4.380 4.499 3.615 0.0063 -0.0649 -0.1195 -0.01
C -4.487 3.395 2.775 -0.0209 0.0024 0.0887 -0.11
C -5.542 3.396 1.712 -0.1306 -0.0166 -0.2441 -0.56
F -5.751 2.175 1.185 0.0250 0.1969 0.0794 0.14
F -5.211 4.213 0.680 -0.0638 -0.1402 0.1794 0.13
F -6.734 3.838 2.175 0.2611 -0.0421 -0.0160 0.12
C -3.612 2.331 2.894 -0.1226 -0.0861 -0.0665 0.05
H 1.348 4.809 3.899 -0.3835 -0.0314 -0.0590 0.09
H 1.956 3.669 4.946 -0.0510 -0.0286 0.0270 0.10
H 0.326 4.020 1.858 -0.0585 -0.0099 -0.0190 0.11
H 1.874 3.690 1.100 0.0373 -0.0100 0.0319 0.13
H 1.214 1.152 1.327 0.0245 -0.0685 -0.1294 0.12
H 0.567 2.181 0.014 0.1346 -0.2673 0.1150 0.07
H -1.385 2.672 1.569 -0.0453 -0.0290 0.5955 0.14
H -2.209 1.646 -0.222 0.3236 -0.0397 -0.4375 0.14
H -1.048 -1.399 1.986 -0.2392 -0.1115 0.2171 0.09
H -2.665 -0.840 2.532 0.0635 -0.2087 0.0416 0.13
H -0.061 0.380 2.897 -0.0040 0.0575 0.1257 0.15
H -1.712 3.492 5.433 0.0294 -0.0536 -0.0069 0.12
H -3.297 5.364 5.244 0.0017 0.0412 -0.0076 0.11
H -5.064 5.328 3.500 -0.0184 0.0218 0.0617 0.12
H -3.706 1.481 2.230 -0.0329 -0.0083 -0.0016 0.13
C -2.248 3.043 -3.997 0.0591 0.0895 0.0642 -0.21
C -1.810 4.435 -4.475 0.0022 -0.0500 0.0033 -0.21
C -0.583 4.838 -3.647 -0.1712 0.1295 -0.1359 -0.21
S 0.224 3.297 -3.185 -0.2175 -0.2522 -0.1459 0.69
O 0.161 3.148 -1.747 0.0342 0.2593 -0.1710 -0.33
O 1.488 3.181 -3.864 0.2982 0.0427 0.1002 -0.32
C -0.976 2.204 -3.926 -0.2377 -0.0148 -0.0661 -0.22
H -2.978 2.594 -4.669 -0.0061 -0.0049 -0.0010 0.12
H -2.705 3.117 -3.007 -0.0085 -0.0278 -0.0064 0.11
H -1.542 4.389 -5.532 0.0225 -0.0220 0.0023 0.12
H -2.607 5.169 -4.370 0.0045 0.0116 -0.0019 0.11
H 0.127 5.442 -4.205 0.0720 -0.0241 0.0526 0.10
H -0.860 5.349 -2.727 0.0391 -0.0678 0.0541 0.10
H -1.062 1.307 -3.316 0.1154 0.0093 0.0210 0.11
H -0.605 1.943 -4.917 0.0397 -0.0059 0.0216 0.09
C 4.472 -0.178 -5.298 -0.2540 0.0669 -0.2882 -0.25
C 4.262 -0.783 -6.694 -0.0457 0.0724 0.0323 -0.20
C 2.753 -0.785 -6.967 0.2313 -0.1387 -0.0804 -0.21
S 2.073 0.587 -6.018 0.0756 0.1528 -0.0210 0.66
O 1.195 0.054 -5.006 -0.0818 -0.0187 -0.0284 -0.31
O 1.610 1.617 -6.913 -0.1393 -0.0427 0.0351 -0.32
C 3.610 1.080 -5.250 0.2283 -0.0832 0.1025 -0.21
H 5.520 0.053 -5.109 -0.0888 0.0337 -0.0622 0.11
H 4.138 -0.885 -4.534 -0.0862 0.1112 -0.1930 0.10
H 4.772 -0.168 -7.437 -0.0053 0.0176 0.0025 0.12
H 4.672 -1.790 -6.765 0.0011 -0.0250 -0.0155 0.11
H 2.512 -0.628 -8.016 -0.0880 0.0298 0.0178 0.10
H 2.274 -1.694 -6.609 -0.0559 0.0430 0.0576 0.11
H 3.396 1.443 -4.248 -0.1327 0.0706 -0.0405 0.10
H 4.033 1.881 -5.856 -0.0443 0.0266 -0.0098 0.12
C -9.577 3.010 0.694 -0.1284 -0.0854 -0.0857 -0.22
C -9.821 2.370 -0.680 -0.0324 0.0248 0.0356 -0.21
C -11.320 2.062 -0.784 0.2221 -0.0830 -0.1201 -0.22
S -12.152 3.270 0.259 0.1004 0.0414 -0.0662 0.66
O -12.781 2.580 1.356 -0.0707 0.0113 0.0036 -0.32
O -12.903 4.188 -0.559 -0.0879 -0.0104 0.0525 -0.33
C -10.665 4.066 0.859 0.2201 -0.0044 0.0516 -0.23
H -8.587 3.447 0.766 0.0228 0.0076 -0.0006 0.09
H -9.670 2.255 1.477 0.0060 0.0197 0.0226 0.12
H -9.533 3.073 -1.465 -0.0111 0.0164 0.0064 0.12
H -9.227 1.468 -0.815 0.0040 -0.0017 -0.0086 0.11
H -11.704 2.162 -1.796 -0.0937 0.0101 0.0290 0.10
H -11.562 1.076 -0.393 -0.0534 0.0328 0.0664 0.10
H -10.824 4.382 1.887 -0.1103 -0.0056 -0.0111 0.11
H -10.481 4.933 0.225 -0.0400 0.0044 -0.0163 0.11
C 0.929 -5.960 3.946 -0.1102 0.0770 0.0763 -0.22
C -0.535 -5.764 4.367 0.0501 0.0295 -0.0367 -0.21
C -0.901 -4.299 4.086 -0.0879 -0.1955 0.1659 -0.21
S 0.151 -3.785 2.719 -0.0255 -0.3901 0.0034 0.66
O 1.043 -2.748 3.184 -0.0534 0.1059 -0.0953 -0.32
O -0.648 -3.580 1.536 0.0488 0.1744 -0.0355 -0.32
C 1.054 -5.315 2.572 0.0707 -0.1802 0.1664 -0.23
H 1.214 -7.009 3.912 0.0334 0.0018 -0.0030 0.12
H 1.590 -5.456 4.654 0.0470 -0.0169 -0.0257 0.12
H -1.176 -6.423 3.777 0.0002 0.0122 -0.0198 0.12
H -0.691 -6.008 5.416 -0.0121 0.0008 0.0037 0.11
H -1.938 -4.171 3.788 0.0192 0.0960 -0.0467 0.10
H -0.675 -3.650 4.930 0.0567 0.0463 -0.0453 0.10
H 2.077 -5.097 2.291 0.0110 0.0663 -0.0793 0.07
H 0.571 -5.916 1.803 -0.0230 0.0729 -0.0470 0.12
C 7.312 -5.451 1.861 -0.0529 0.0428 -0.0196 -0.22
C 6.564 -4.254 2.465 -0.0108 -0.0497 -0.0017 -0.20
C 5.084 -4.379 2.074 0.1595 0.2019 0.1156 -0.22
S 4.781 -6.137 1.857 0.2859 0.0722 0.2598 0.66
O 4.450 -6.394 0.480 -0.2041 -0.1300 0.0543 -0.31
O 3.928 -6.610 2.926 -0.1287 -0.0882 -0.1767 -0.34
C 6.459 -6.676 2.174 0.2241 0.0450 -0.0029 -0.22
H 8.316 -5.550 2.271 -0.0087 0.0012 0.0259 0.12
H 7.396 -5.326 0.784 0.0048 0.0053 -0.0335 0.09
H 6.656 -4.280 3.553 -0.0036 0.0057 0.0038 0.12
H 6.980 -3.307 2.122 -0.0042 -0.0051 -0.0259 0.11
H 4.417 -4.002 2.847 -0.0825 -0.0697 -0.0359 0.10
H 4.869 -3.901 1.123 0.0175 -0.0805 -0.0628 0.08
H 6.678 -7.539 1.551 -0.1091 -0.0229 -0.0119 0.11
H 6.515 -6.946 3.229 -0.0597 -0.0277 -0.0017 0.11
C 6.044 -2.264 -3.658 0.0879 -0.0420 0.1240 -0.23
C 6.093 -0.985 -2.809 0.0399 -0.0800 0.1976 -0.22
C 6.260 -1.415 -1.346 -0.0459 0.1778 -0.1251 -0.20
S 7.127 -2.992 -1.386 0.0177 0.1453 -0.0730 0.67
O 6.248 -4.016 -0.874 0.0701 0.0371 0.0038 -0.32
O 8.455 -2.841 -0.847 -0.0335 -0.1012 0.0762 -0.32
C 7.195 -3.137 -3.168 -0.0882 0.0499 -0.1825 -0.22
H 6.136 -2.049 -4.721 0.0541 -0.0877 0.0609 0.10
H 5.095 -2.780 -3.498 -0.0038 -0.0386 -0.0051 0.13
H 6.946 -0.376 -3.114 0.0338 -0.0015 -0.0009 0.12
H 5.196 -0.381 -2.935 0.1514 -0.0429 0.2046 0.10
H 6.850 -0.714 -0.763 0.0201 -0.0591 0.0651 0.11
H 5.300 -1.584 -0.860 0.0138 -0.0809 0.0110 0.11
H 7.104 -4.186 -3.439 0.0262 -0.0314 0.0987 0.11
H 8.161 -2.748 -3.489 0.0190 0.0007 0.0316 0.11
```
Forces are in eV/Å.

Formula: C39H64KN5O3S3Si3
Source: OMol25
Level of theory: ωB97M-V/def2-TZVPD

Values from the calculation:
E_HOMO (eV): 1.481
Orbital gap (eV): 2.1
Relative energy (zero: lowest compared OMol25 entry of this formula, charge and spin) (kcal/mol): 19.9
Energy (Ha): -4687.19837
Charge: -2

```
118
Properties=species:S:1:pos:R:3:forces:R:3:lowdin_charge:R:1
K -0.789 -0.747 -0.335 0.7307 0.3020 -0.3332 0.56
N -3.214 -3.861 1.834 0.1355 -0.0628 0.3373 0.09
C -2.312 -4.436 2.697 0.0034 0.1617 -0.0592 -0.28
C -2.348 -5.808 2.976 0.0495 -0.0940 0.0539 -0.06
C -1.494 -6.376 3.910 -0.0329 0.0598 -0.0220 -0.15
C -0.566 -5.586 4.584 0.0738 -0.0847 0.1329 -0.16
C -0.507 -4.223 4.310 -0.1108 -0.0560 -0.0989 -0.15
C -1.361 -3.638 3.387 -0.0171 0.1224 -0.0019 -0.48
S -1.410 -1.910 3.093 -0.3715 -0.2484 0.1778 0.84
N -2.032 -1.761 1.562 0.9299 0.0573 0.5274 -0.52
C -2.970 -2.647 1.123 -1.0241 0.0714 -0.8394 -0.44
C -3.637 -2.425 -0.069 0.4530 -0.3205 1.0080 -0.28
C -4.703 -3.259 -0.592 -0.2163 -0.1553 -0.3561 -0.10
C -5.242 -2.995 -1.813 0.1573 -0.0393 0.2700 -0.18
C -4.753 -1.902 -2.588 -0.0502 0.2208 -0.3406 -0.17
C -3.748 -1.128 -2.018 -0.1887 -0.3562 0.1616 -0.27
N -3.206 -1.317 -0.829 -0.4635 0.4708 -0.4720 -0.08
H -3.774 -4.524 1.330 0.0020 -0.0235 -0.0803 0.10
H -3.065 -6.432 2.450 -0.0102 0.0202 -0.0068 0.09
H -1.548 -7.441 4.106 0.0027 -0.0033 -0.0140 0.08
H 0.110 -6.031 5.306 0.0027 0.0250 -0.0094 0.07
H 0.203 -3.586 4.828 0.0457 -0.0322 -0.0151 0.09
H -5.108 -4.075 -0.001 -0.0656 0.0257 -0.0057 0.07
H -6.057 -3.606 -2.192 0.0011 -0.0370 0.0320 0.07
H -5.145 -1.678 -3.572 0.0348 -0.0023 0.0136 0.04
H -3.348 -0.276 -2.574 -0.0398 -0.0253 -0.0589 0.09
C -4.808 1.920 -0.944 0.3954 0.0545 -0.1095 -0.20
Si -3.305 2.922 -0.405 -0.4959 -0.1393 0.3100 0.60
C -2.949 2.583 1.419 0.0556 0.0601 -0.2179 -0.20
C -3.545 4.768 -0.844 0.3311 -0.1627 0.0053 -0.30
C -4.545 5.718 -0.667 -0.1054 0.1174 0.0310 -0.10
C -4.399 6.991 -1.205 -0.0229 -0.0485 0.0287 -0.12
C -3.254 7.321 -1.925 0.0483 -0.0258 -0.0113 -0.12
C -2.249 6.380 -2.113 0.0263 0.1924 -0.0703 -0.10
C -2.383 5.104 -1.580 -0.0703 -0.2908 0.1862 -0.30
Si -1.386 3.472 -1.645 0.2276 0.1915 -0.4401 0.59
C 0.266 3.575 -0.730 -0.1826 -0.1734 0.0031 -0.19
C -1.073 2.945 -3.428 -0.1831 -0.0702 0.2340 -0.21
H -5.712 2.264 -0.434 0.0499 0.0810 0.0719 0.02
H -4.654 0.863 -0.716 -0.0105 0.0067 0.0031 0.01
H -4.969 2.014 -2.020 -0.0367 -0.0331 0.0082 0.03
H -3.717 2.984 2.084 -0.0632 -0.0137 -0.0430 0.02
H -1.986 3.005 1.717 -0.0301 0.0050 0.0250 -0.02
H -2.897 1.499 1.567 -0.0052 -0.0073 0.0179 0.03
H -5.449 5.471 -0.119 0.0077 0.0107 0.0056 0.10
H -5.182 7.729 -1.073 0.0038 0.0069 -0.0010 0.09
H -3.156 8.315 -2.348 0.0086 -0.0002 -0.0035 0.09
H -1.369 6.644 -2.692 -0.0116 0.0258 0.0149 0.10
H 0.817 4.486 -0.976 -0.0423 0.0127 -0.0940 0.02
H 0.889 2.718 -1.004 -0.0043 -0.0056 -0.0017 0.03
H 0.133 3.550 0.354 -0.0006 0.0473 -0.0112 -0.03
H -0.382 3.632 -3.924 0.0302 0.0237 0.0420 0.02
H -2.005 2.926 -3.997 -0.0046 0.0186 0.0107 0.02
H -0.641 1.941 -3.453 0.0493 0.0275 -0.0121 -0.05
C 4.517 -1.482 -0.325 -0.1800 0.0280 -0.0907 -0.03
C 3.122 -1.046 0.136 0.3149 -0.0745 0.1806 -0.64
C 2.464 -2.166 0.951 -0.0420 0.1758 -0.2663 -0.01
C 3.241 0.204 1.002 0.0050 0.0177 -0.1450 -0.04
O 2.312 -0.682 -0.979 0.1139 -0.0418 0.3996 -0.20
Si 2.072 -1.415 -2.449 -0.4868 0.3765 -0.4704 -0.22
S 0.389 -0.590 -3.260 0.2137 -0.1150 -0.0952 0.27
O 3.449 -1.284 -3.393 0.1161 0.1967 -0.0246 -0.17
C 3.928 -0.172 -4.147 0.2833 -0.0064 -0.0880 -0.66
C 5.431 -0.407 -4.319 -0.0772 -0.0368 0.0650 -0.05
C 3.265 -0.143 -5.529 -0.0830 -0.1153 0.2650 -0.05
C 3.710 1.162 -3.426 -0.1597 -0.2292 0.0728 -0.04
O 2.078 -3.021 -2.064 -0.0469 -0.0299 0.0717 -0.16
C 1.832 -4.206 -2.798 0.0197 -0.4520 -0.1398 -0.65
C 0.983 -5.114 -1.905 0.0733 0.1956 -0.0169 -0.02
C 1.097 -3.961 -4.116 0.0669 0.2171 0.1580 -0.06
C 3.188 -4.860 -3.085 -0.0767 0.1642 0.0665 -0.04
H 5.148 -1.714 0.537 -0.0117 -0.0165 0.0166 0.08
H 4.986 -0.680 -0.900 0.0150 -0.0208 -0.0066 0.07
H 4.441 -2.362 -0.964 0.0514 -0.0124 0.0066 0.08
H 3.096 -2.438 1.799 -0.0177 0.0179 0.0238 0.09
H 2.319 -3.037 0.316 -0.0336 -0.0776 0.0344 0.07
H 1.494 -1.841 1.336 0.0017 -0.0505 0.0526 0.07
H 3.852 -0.004 1.885 -0.0176 0.0338 0.0303 0.08
H 2.255 0.531 1.328 -0.0085 -0.0230 0.0406 0.02
H 3.699 1.019 0.435 0.0149 -0.0215 -0.0001 0.08
H 5.599 -1.376 -4.792 0.0132 0.0128 -0.0003 0.08
H 5.928 -0.406 -3.346 -0.0121 -0.0086 -0.0104 0.07
H 5.867 0.377 -4.942 0.0438 -0.0052 -0.0104 0.08
H 3.468 -1.081 -6.053 -0.0044 0.0268 -0.0028 0.08
H 3.645 0.691 -6.125 0.0161 -0.0158 0.0200 0.08
H 2.189 -0.041 -5.398 -0.0760 0.0041 -0.0544 0.04
H 4.138 1.119 -2.422 0.0109 0.0204 -0.0161 0.07
H 2.641 1.359 -3.332 -0.0189 0.0452 0.0187 0.06
H 4.182 1.976 -3.982 -0.0020 -0.0123 -0.0189 0.08
H 0.046 -4.611 -1.664 -0.0180 -0.0416 0.0021 0.09
H 1.508 -5.328 -0.972 -0.0060 0.0015 -0.0072 0.08
H 0.761 -6.055 -2.413 -0.0028 -0.0171 0.0109 0.08
H 0.133 -3.490 -3.932 -0.0187 0.0069 -0.0355 0.06
H 0.950 -4.909 -4.637 0.0169 -0.0106 0.0006 0.08
H 1.678 -3.286 -4.750 -0.0267 -0.0193 -0.0460 0.07
H 3.709 -5.058 -2.146 0.0147 -0.0026 -0.0148 0.08
H 3.793 -4.175 -3.683 0.0330 -0.0292 0.0025 0.08
H 3.061 -5.800 -3.627 0.0039 -0.0123 -0.0024 0.08
C 0.575 5.017 3.823 0.0261 -0.0177 0.0595 -0.13
N 0.799 3.999 4.839 0.0405 -0.1319 -0.4772 -0.25
C 2.026 4.244 5.589 -0.1055 0.0302 0.1898 -0.08
C 0.667 2.664 4.408 0.0716 -0.0718 0.2654 -0.78
S 0.655 2.209 2.824 -0.0047 0.1918 0.1183 0.79
N 0.590 1.774 5.455 -0.3235 0.1302 -0.5207 -0.23
C 0.556 0.357 5.115 0.0757 -0.1026 0.1141 -0.12
C -0.288 2.116 6.567 0.2066 0.0328 0.2644 -0.06
H 0.515 5.988 4.318 -0.0083 -0.0262 0.0212 0.08
H -0.360 4.817 3.305 0.0071 0.0280 -0.0089 0.07
H 1.376 5.044 3.076 0.0006 -0.0210 -0.0056 0.07
H 2.898 4.288 4.922 -0.0264 -0.0196 -0.0204 0.09
H 2.178 3.448 6.314 0.0385 0.0575 0.0130 0.08
H 1.944 5.198 6.113 0.0132 -0.0031 0.0194 0.08
H 1.343 0.133 4.400 -0.0284 -0.0363 0.0162 0.06
H -0.395 0.050 4.670 0.0455 0.0778 0.0175 0.03
H 0.723 -0.215 6.030 -0.0134 0.0102 0.0068 0.09
H -0.307 3.194 6.703 -0.0416 -0.0537 0.0359 0.08
H 0.082 1.645 7.480 -0.0207 -0.0012 -0.0003 0.08
H -1.308 1.758 6.386 0.0361 -0.0239 -0.0678 0.10
```
Forces are in eV/Å.

Q: orbital gap of number 1 (C39H63F5N2O14S6)?
A: 9.5 eV